No. 1
C38H80N3O13S6 | ωB97M-V with the def2-TZVPD basis set

The geometry in ORCA input format:
```
! RIJCOSX wB97M-V def2-TZVPD def2/J DEFGRID3
* xyz 1 1
C 6.1176 -1.7702 1.0303
C 5.5320 -0.4732 1.7025
C 4.7740 0.3578 0.6062
C 3.2425 0.0337 0.5193
N 2.7494 0.3417 -0.8448
C 1.8370 1.4746 -0.9070
C 2.3086 2.7726 -0.1661
C 3.5093 3.5114 -0.8575
C 3.2651 5.0646 -0.7056
C 2.1632 5.6018 -1.6641
S 2.7529 5.9310 -3.3542
O 3.3273 4.6949 -3.9254
O 3.6594 7.0935 -3.3223
O 1.3798 6.2633 -4.2258
C 0.3882 1.1400 -0.3725
C -0.7344 1.9327 -1.1803
C -0.7790 1.3331 -2.6381
C -1.8818 0.2516 -2.9039
C -2.4544 -0.4783 -1.6364
C -3.9300 0.0183 -1.3834
C -4.1128 0.9096 -0.1073
C -5.5209 0.8190 0.5661
N -6.3703 1.8791 -0.0574
C 0.6696 0.8690 -3.0053
N 1.6665 1.8072 -2.3689
H 6.5625 -2.3797 1.8421
H 6.9471 -1.4931 0.3404
H 5.3479 -2.3231 0.4503
H 4.9193 -0.6869 2.5880
H 6.4190 0.1300 2.0100
H 5.3112 0.1795 -0.3573
H 4.8721 1.4442 0.8315
H 3.1521 -1.0729 0.6435
H 2.6456 0.4972 1.3262
H 3.5145 0.4175 -1.5064
H 2.5468 2.6356 0.9042
H 1.4413 3.4812 -0.1962
H 4.4726 3.2941 -0.3594
H 3.6073 3.3066 -1.9454
H 4.2143 5.6319 -0.7663
H 2.8840 5.2225 0.3323
H 1.7583 6.5446 -1.2326
H 1.2863 4.9144 -1.7485
H 1.1006 7.1523 -3.9439
H 0.3321 1.4969 0.6796
H 0.2033 0.0440 -0.3695
H -1.7030 1.9388 -0.6520
H -0.3717 2.9820 -1.2592
H -0.9951 2.1894 -3.3261
H -1.4069 -0.5371 -3.5435
H -2.6600 0.7045 -3.5546
H -1.8076 -0.4549 -0.7406
H -2.5485 -1.5540 -1.9148
H -4.5544 -0.8939 -1.2223
H -4.3703 0.4978 -2.2870
H -3.2707 0.7533 0.6114
H -3.9968 1.9731 -0.4458
H -5.3773 1.1467 1.6289
H -5.9809 -0.1789 0.4954
H -7.2917 1.8366 0.3730
H -5.9857 2.7917 0.1754
H 0.8662 0.9396 -4.1006
H 0.8895 -0.1736 -2.7092
H 1.4081 2.7889 -2.5143
H 2.5374 1.6880 -2.8975
C -3.0894 6.4926 -6.0751
C -4.2690 7.3045 -5.5311
C -4.1292 7.3523 -4.0060
S -2.3773 7.2135 -3.6603
O -2.1383 5.9670 -2.9662
O -1.8847 8.4740 -3.1551
C -1.8545 7.0256 -5.3579
H -2.9960 6.5886 -7.1566
H -3.2301 5.4337 -5.8409
H -4.2300 8.3187 -5.9362
H -5.2259 6.8725 -5.8241
H -4.5023 8.2881 -3.5943
H -4.6325 6.5109 -3.5306
H -1.0009 6.3512 -5.4095
H -1.5776 8.0125 -5.7313
C 5.5017 -3.6853 7.0151
C 5.7750 -2.3268 7.6674
C 5.8038 -1.2786 6.5504
S 4.7431 -1.9042 5.2503
O 5.5522 -2.1813 4.0838
O 3.5497 -1.0919 5.1706
C 4.3457 -3.4513 6.0457
H 5.2571 -4.4478 7.7545
H 6.3869 -4.0168 6.4710
H 4.9726 -2.0917 8.3719
H 6.7102 -2.3302 8.2270
H 5.4252 -0.3156 6.8880
H 6.8054 -1.1596 6.1383
H 4.2436 -4.2341 5.2966
H 3.4034 -3.3182 6.5794
C 6.6072 -7.7195 3.2847
C 5.3894 -6.9441 3.7963
C 5.4202 -7.0017 5.3271
S 7.1436 -7.1674 5.7876
O 7.3290 -8.4555 6.4083
O 7.5932 -5.9424 6.4097
C 7.7864 -7.2404 4.1234
H 6.7779 -7.5502 2.2216
H 6.4524 -8.7911 3.4356
H 5.4548 -5.9033 3.4648
H 4.4570 -7.3532 3.4063
H 5.0167 -6.0973 5.7737
H 4.8867 -7.8724 5.7069
H 8.6420 -7.9119 4.0878
H 8.0881 -6.2312 3.8394
C -8.5142 -1.3278 -4.6303
C -8.2608 0.1264 -4.2189
C -8.4967 0.2244 -2.7084
S -8.1354 -1.3972 -2.0411
O -9.3523 -1.9618 -1.5116
O -6.9205 -1.3293 -1.2584
C -7.7777 -2.1816 -3.6048
H -8.1650 -1.5295 -5.6430
H -9.5857 -1.5408 -4.5938
H -7.2255 0.3942 -4.4481
H -8.9050 0.8179 -4.7624
H -7.8401 0.9589 -2.2407
H -9.5362 0.4566 -2.4791
H -8.1130 -3.2168 -3.5834
H -6.6983 -2.1392 -3.7591
C -3.9687 -2.8280 2.3113
C -4.9487 -3.3386 1.2499
C -4.1192 -3.8309 0.0609
S -2.5403 -4.3518 0.7312
O -1.5103 -3.4738 0.2207
O -2.4352 -5.7882 0.6426
C -2.8839 -3.8948 2.4228
H -4.4614 -2.6572 3.2685
H -3.5296 -1.8808 1.9832
H -5.5313 -4.1669 1.6608
H -5.6534 -2.5645 0.9429
H -4.5905 -4.6743 -0.4400
H -3.9328 -3.0305 -0.6551
H -1.9738 -3.5369 2.9007
H -3.2548 -4.7818 2.9374
*
```

Calculated values
HOMO (eV): -11.115
LUMO energy (eV): -2.05
Gap between HOMO and LUMO (eV): 9.06

Atomic partial charges in e from the Mulliken method, atoms 1 to 5: atom 1 (C): -1.246, atom 2 (C): -0.201, atom 3 (C): -0.313, atom 4 (C): -0.677, atom 5 (N): -0.293


No. 2
C38H50FeN2P2 | ωB97M-V with the def2-TZVPD basis set

The geometry in ORCA input format:
```
! RIJCOSX wB97M-V def2-TZVPD def2/J DEFGRID3
* xyz 1 2
Fe -0.1774 0.4328 0.0728
C -0.0018 3.2550 3.1722
C 0.8205 1.9659 3.3088
C 1.1022 1.6646 4.7833
P 0.1986 0.4592 2.4041
C -1.0019 -0.3498 3.5613
C -2.2574 0.4970 3.7725
C -1.3857 -1.7806 3.1718
C 1.6215 -0.6588 2.3824
C 2.0456 -1.4563 3.4420
C 3.0766 -2.3738 3.2981
C 3.5221 -3.2448 4.4410
C 3.6559 -2.4869 2.0349
C 3.2488 -1.7058 0.9676
C 2.2382 -0.7507 1.1246
N 1.7319 0.0361 0.0735
C 2.5356 0.3268 -1.0424
C 3.9286 0.4483 -0.9947
C 4.6605 0.6959 -2.1419
C 4.0558 0.8368 -3.3910
C 4.8646 1.0968 -4.6325
C 2.6706 0.7800 -3.4298
C 1.9131 0.5586 -2.2820
P 0.1217 0.7559 -2.2070
C -0.5933 -0.2703 -3.5586
C -2.1108 -0.1069 -3.6439
C -0.1827 -1.7366 -3.4506
C -0.2140 2.5077 -2.6924
C 0.7725 3.4242 -1.9603
C -0.1880 2.8013 -4.1903
H 0.2377 3.9127 4.0087
H -1.0772 3.0874 3.1819
H 0.2409 3.8006 2.2628
H 1.7873 2.1219 2.8182
H 0.1799 1.5526 5.3552
H 1.6461 2.5070 5.2126
H 1.7165 0.7762 4.9195
H -0.4625 -0.4027 4.5101
H -2.7724 0.6783 2.8284
H -2.0357 1.4603 4.2299
H -2.9435 -0.0314 4.4368
H -2.2291 -1.7869 2.4731
H -1.7360 -2.3158 4.0555
H -0.5516 -2.3572 2.7638
H 1.5471 -1.3900 4.4028
H 3.0889 -2.9119 5.3834
H 4.6071 -3.2305 4.5460
H 3.2229 -4.2827 4.2830
H 4.4398 -3.2191 1.8776
H 3.7087 -1.8503 0.0005
H 4.4456 0.3476 -0.0503
H 5.7386 0.7780 -2.0651
H 5.8536 0.6463 -4.5585
H 5.0022 2.1680 -4.7937
H 4.3732 0.6901 -5.5161
H 2.1697 0.9157 -4.3823
H -0.1394 0.1366 -4.4682
H -2.5979 -0.5237 -2.7638
H -2.4900 -0.6424 -4.5160
H -2.4167 0.9360 -3.7312
H -0.6587 -2.2221 -2.5972
H 0.8982 -1.8547 -3.3697
H -0.5196 -2.2776 -4.3362
H -1.2210 2.6956 -2.3060
H 1.7600 3.3641 -2.4196
H 0.8885 3.1655 -0.9065
H 0.4315 4.4589 -2.0197
H 0.7967 2.6105 -4.6182
H -0.4028 3.8609 -4.3420
H -0.9267 2.2335 -4.7530
N -1.0407 -1.3310 -0.0064
C -2.4412 -1.6065 -0.3324
C -2.7305 -2.9289 -0.6458
C -4.0310 -3.3400 -0.8724
C -5.0529 -2.4101 -0.7528
C -4.7563 -1.0928 -0.4581
C -3.4464 -0.6358 -0.2728
C -3.1704 0.8131 -0.1066
C -4.1260 1.7853 -0.4358
C -3.8272 3.1429 -0.3930
C -2.5605 3.5713 -0.0063
C -1.6452 2.6018 0.3589
C -1.9089 1.2432 0.2910
H -0.4493 -1.9515 -0.5553
H -0.9190 -1.6453 0.9565
H -1.9214 -3.6499 -0.6959
H -4.2421 -4.3718 -1.1163
H -6.0828 -2.7094 -0.8925
H -5.5735 -0.3911 -0.3700
H -5.1102 1.4948 -0.7775
H -4.5842 3.8621 -0.6765
H -2.3077 4.6233 0.0141
H -0.6486 2.9158 0.6644
*
```

Calculated values
HOMO (spin up / spin down) (eV): -9.610 / -9.661
LUMO energy (spin up / spin down) (eV): -3.17 / -2.65
Gap between HOMO and LUMO (spin up / spin down) (eV): 6.44 / 7.01

Atomic partial charges in e from the Mulliken method, atoms 1 to 5: atom 1 (Fe): -0.341, atom 2 (C): -1.164, atom 3 (C): 0.808, atom 4 (C): -1.587, atom 5 (P): 1.034


No. 3
C28H35O4Si | ωB97M-V with the def2-TZVPD basis set

The geometry in ORCA input format:
```
! RIJCOSX wB97M-V def2-TZVPD def2/J DEFGRID3
* xyz 1 1
C 2.5948 0.8177 2.4884
C 1.3491 0.2241 1.7666
C 0.1651 0.2097 2.7170
C 1.8023 -1.2136 1.7936
O 1.0470 -2.2127 2.1656
Si 1.3074 -3.9090 2.7130
C -0.3693 -4.6901 2.4594
C 2.6511 -4.7628 1.7532
C 1.7460 -3.7137 4.5116
O 3.0449 -1.4762 1.4400
C 3.2207 -1.9341 0.0659
H 2.3691 1.7808 2.9589
H 2.9395 0.0654 3.2882
H 3.4627 1.0156 1.7886
H -0.1012 1.2403 3.0116
H -0.7484 -0.2220 2.2363
H 0.4653 -0.4311 3.6182
H -0.3631 -5.7187 2.8549
H -1.1638 -4.1410 2.9864
H -0.6468 -4.7489 1.3963
H 2.7204 -5.8007 2.1188
H 2.4440 -4.8245 0.6778
H 3.6409 -4.3108 1.8964
H 1.9104 -4.7054 4.9636
H 2.6691 -3.1302 4.6396
H 0.9402 -3.2179 5.0729
H 4.2081 -2.3873 0.0220
H 2.4478 -2.6610 -0.1667
H 3.1432 -1.0633 -0.5890
C 0.8445 7.7905 -0.9327
O 1.6934 6.8690 -0.2571
C 1.4504 5.5387 -0.2526
C 2.2684 4.7167 0.5859
C 1.9938 3.3643 0.7052
C 0.8927 2.7406 0.0690
C 0.6980 1.2758 0.1947
C -0.5961 0.7049 -0.1732
C -0.6677 -0.6917 -0.3531
C -1.7902 -1.2954 -0.8866
C -2.9013 -0.4981 -1.2244
O -4.0375 -1.1226 -1.7718
C -4.1306 -1.2744 -3.1618
C -3.9898 -2.5552 -3.7146
C -3.9836 -2.6897 -5.1012
C -4.1876 -1.5839 -5.9229
C -4.3925 -0.3225 -5.3560
C -4.3648 -0.1529 -3.9687
C -2.9177 0.8658 -0.9508
C -1.7942 1.4506 -0.3718
C 0.1682 3.5729 -0.8410
C 0.4228 4.9298 -0.9952
H 1.2974 8.7569 -0.7344
H 0.8232 7.6173 -2.0065
H -0.1690 7.7813 -0.5355
H 3.1051 5.1740 1.1198
H 2.7056 2.7682 1.2741
H 1.6185 0.6676 -0.1779
H 0.2098 -1.3098 -0.1692
H -1.8346 -2.3727 -1.0888
H -3.8664 -3.4062 -3.0376
H -3.8228 -3.6776 -5.5295
H -4.1971 -1.6971 -6.9993
H -4.5761 0.5536 -5.9786
H -4.5231 0.8200 -3.4871
H -3.7853 1.4838 -1.2143
H -1.8245 2.5217 -0.1893
H -0.5569 3.1123 -1.5064
H -0.1783 5.4950 -1.7076
*
```

Calculated values
HOMO (eV): -10.524
LUMO energy (eV): -4.16
Gap between HOMO and LUMO (eV): 6.37

Atomic partial charges in e from the Mulliken method, atoms 1 to 5: atom 1 (C): -2.128, atom 2 (C): 2.165, atom 3 (C): -1.611, atom 4 (C): -0.355, atom 5 (O): -0.089


No. 4
C7H11Cl13 | ωB97M-V with the def2-TZVPD basis set

The geometry in ORCA input format:
```
! RIJCOSX wB97M-V def2-TZVPD def2/J DEFGRID3
* xyz 0 1
Cl -17.3803 33.0182 37.1209
C -17.2189 33.5599 35.4641
Cl -18.3451 34.8834 35.0994
Cl -17.4387 32.2232 34.3422
H -16.2173 33.9404 35.3275
Cl -20.0357 38.3924 33.4301
C -20.7458 36.8023 33.1370
Cl -19.9614 36.0200 31.7723
Cl -22.4893 36.8959 32.8927
H -20.5920 36.2149 34.0311
Cl -20.2389 27.2824 30.4522
C -21.4056 26.6466 31.5846
Cl -22.2966 27.9475 32.4029
Cl -20.6416 25.5899 32.7723
H -22.1465 26.0651 31.0547
Cl -23.3688 29.7570 27.1331
C -23.4477 29.8873 28.9338
C -24.6097 29.1068 29.4957
Cl -24.3066 27.3560 29.4333
H -23.5314 30.9477 29.1500
H -22.5051 29.4994 29.3058
H -25.5311 29.3089 28.9578
H -24.7580 29.3709 30.5424
Cl -20.7287 30.8058 30.7770
C -20.8608 31.3326 32.4786
C -21.3349 32.7494 32.5961
Cl -22.9675 32.9881 31.8960
H -19.8564 31.2740 32.8939
H -21.5287 30.6567 33.0016
H -20.6739 33.4701 32.1305
H -21.4439 33.0064 33.6502
*
```

Calculated values
Structure (SMILES): ClC(Cl)Cl.ClC(Cl)Cl.ClC(Cl)Cl.ClCCCl.ClCCCl
HOMO (eV): -10.585
LUMO energy (eV): 0.31
Gap between HOMO and LUMO (eV): 10.89
Energy above the lowest of the compared OMol25 structures with the same formula, charge and spin (kcal per mole): 1.7

Atomic partial charges in e from the Mulliken method, atoms 1 to 5: atom 1 (Cl): -0.112, atom 2 (C): -0.022, atom 3 (Cl): -0.084, atom 4 (Cl): -0.096, atom 5 (H): 0.322